Formula: H2NO3PS
Source: OMol25
Level of theory: ωB97M-V/def2-TZVPD

Results
HOMO = 0.508 eV
energy relative to the best compared isomer or geometry (same formula, charge and spin) = 2.390 eV
frontier orbital gap = 5.69 eV
total charge = -2
LUMO level = 6.20 eV

The geometry in XYZ format:
```
8
Properties=species:S:1:pos:R:3:forces:R:3:nbo_charge:R:1
N -1.00920 -0.15915 -0.74373 -0.323 -0.311 -0.399 -1.0663
O -0.29842 1.30883 2.16926 -0.510 0.064 -0.545 -1.1525
O -2.83089 1.72202 1.69841 2.479 -0.070 -1.213 -1.1664
O -0.99095 2.86085 0.26773 0.483 1.868 -2.023 -1.1504
P -1.34876 1.83987 1.22870 -2.468 -0.755 4.781 2.3582
S 0.24609 -1.19762 -0.51953 -0.530 -0.551 0.845 0.0812
H -1.13401 0.58250 0.01249 0.663 -1.500 -0.794 0.1783
H -0.16956 -2.43750 0.23772 0.206 1.255 -0.653 -0.0820
```
Positions in Å, forces in eV/Å.

***

Formula: H2NO3S2
Source: OMol25
Level of theory: ωB97M-V/def2-TZVPD

Results
HOMO (spin up / spin down) = -4.070 / -4.078 eV
energy relative to the best compared isomer or geometry (same formula, charge and spin) = 2.162 eV
frontier orbital gap (spin up / spin down) = 7.17 / 7.18 eV
total charge = -1
LUMO level (spin up / spin down) = 3.10 / 3.10 eV

The geometry in XYZ format:
```
8
Properties=species:S:1:pos:R:3:forces:R:3:nbo_charge:R:1
N -1.90112 1.32278 -0.03469 0.599 -1.542 -1.167 -0.8741
O 1.37358 1.18264 0.09158 -1.607 -0.536 -0.264 -0.9917
O 1.80108 -0.69408 1.41897 1.129 -2.083 1.880 -1.0105
O 0.77210 -1.04037 -0.87206 0.353 0.234 0.433 -0.9532
S -1.83230 -0.22838 0.47447 0.219 2.917 -0.970 0.2373
S 0.80878 -0.09109 0.59449 0.412 1.473 -2.148 1.8055
H -1.41883 1.45718 -1.02071 -1.168 -0.851 2.134 0.3276
H 0.39671 -1.90868 -0.65205 0.062 0.388 0.103 0.4591
```
Positions in Å, forces in eV/Å.

***

Formula: H2NO4P
Source: OMol25
Level of theory: ωB97M-V/def2-TZVPD

Results
HOMO = -10.162 eV
energy relative to the best compared isomer or geometry (same formula, charge and spin) = 2.152 eV
frontier orbital gap = 10.10 eV
LUMO level = -0.06 eV

The geometry in XYZ format:
```
8
Properties=species:S:1:pos:R:3:forces:R:3:nbo_charge:R:1
N -2.29157 0.11340 -0.02672 2.185 -1.601 -0.039 0.2961
O -2.77136 -0.80091 0.61183 -1.125 1.219 -0.162 -0.3619
O -2.73496 1.13915 -0.46284 -1.774 0.983 0.187 -0.3956
O -0.33286 -1.46628 0.17216 1.774 1.991 3.490 -0.9596
O 0.08512 1.11926 0.56913 -1.362 -1.342 -1.856 -0.9873
P -0.51510 -0.07187 -0.57638 0.408 1.386 0.319 1.3885
H -0.16257 -1.09284 1.15513 -0.614 -1.957 -2.411 0.5150
H -0.31642 1.96462 0.24632 0.508 -0.680 0.473 0.5048
```
Positions in Å, forces in eV/Å.

***

Formula: H2NO4P
Source: OMol25
Level of theory: ωB97M-V/def2-TZVPD

Results
HOMO (spin up / spin down) = -9.755 / -9.757 eV
energy relative to the best compared isomer or geometry (same formula, charge and spin) = 0.775 eV
frontier orbital gap (spin up / spin down) = 8.69 / 8.69 eV
LUMO level (spin up / spin down) = -1.06 / -1.06 eV

The geometry in XYZ format:
```
8
Properties=species:S:1:pos:R:3:forces:R:3:nbo_charge:R:1
O -1.45294 0.08066 -1.78483 0.299 0.040 0.325 -0.2059
N -1.38253 -0.06340 -0.59334 -2.852 0.697 -1.822 -0.2041
P -0.01784 0.28337 0.30448 3.087 0.552 0.315 2.3962
O 0.00665 1.13040 1.45894 -1.080 1.369 1.479 -1.0566
O 0.08277 -1.22012 0.57755 3.212 -0.486 -1.211 -0.9996
O 1.19858 0.61321 -0.64914 -1.552 -1.277 -1.499 -0.9960
H -0.40902 -1.85200 1.00990 -1.923 -1.570 1.569 0.5381
H 1.97432 1.02788 -0.32356 0.809 0.675 0.844 0.5279
```
Positions in Å, forces in eV/Å.

***

Formula: H2NO4P
Source: OMol25
Level of theory: ωB97M-V/def2-TZVPD

Results
HOMO (spin up / spin down) = -7.671 / -10.407 eV
energy relative to the best compared isomer or geometry (same formula, charge and spin) = 13.457 eV
frontier orbital gap (spin up / spin down) = 7.04 / 6.74 eV
LUMO level (spin up / spin down) = -0.63 / -3.67 eV
multiplicity = 3

The geometry in XYZ format:
```
8
Properties=species:S:1:pos:R:3:forces:R:3:nbo_charge:R:1
N 1.79616 -0.39179 -0.46700 2.085 3.619 1.510 -0.4774
O -1.45221 0.11003 -0.97342 0.036 -1.181 1.279 -0.4020
O 1.25637 1.07771 0.26756 0.620 -0.484 -2.621 -0.0826
O -0.90834 1.25796 -0.40349 -0.737 2.745 -1.491 -0.0321
O -0.02275 1.07024 0.63145 -0.734 -1.808 1.894 -0.0181
P 1.06151 -1.68099 0.04476 -2.510 -3.400 -1.250 0.5835
H -2.12052 -0.15717 -0.29266 0.486 0.170 -0.727 0.4629
H 0.38978 -1.28599 1.19281 0.754 0.338 1.407 -0.0344
```
Positions in Å, forces in eV/Å.

***

Formula: H2NO4PS
Source: OMol25
Level of theory: ωB97M-V/def2-TZVPD

Results
HOMO (spin up / spin down) = 0.363 / 0.369 eV
energy relative to the best compared isomer or geometry (same formula, charge and spin) = 0.635 eV
frontier orbital gap (spin up / spin down) = 6.01 / 5.26 eV
total charge = -2
LUMO level (spin up / spin down) = 6.37 / 5.62 eV
multiplicity = 3

The geometry in XYZ format:
```
9
Properties=species:S:1:pos:R:3:forces:R:3:nbo_charge:R:1
N 3.02570 -0.28754 -0.30385 -3.370 0.494 -1.596 -0.7212
O -1.19514 2.12087 0.49919 1.611 2.364 0.309 -1.2249
O -2.44208 0.07513 1.17077 -0.828 -0.509 0.593 -1.2276
O -2.15039 0.58723 -1.32410 0.927 0.007 0.663 -1.2180
O -0.23581 -1.95929 0.27176 -0.601 -3.583 -0.818 -0.9387
P -1.65164 0.78649 0.10733 -2.514 -1.795 -1.204 2.2400
S 0.06243 -0.57170 0.59777 1.108 3.551 0.513 0.4655
H 2.33411 -1.09898 -0.14219 1.298 1.154 -0.170 0.3159
H 2.25282 0.34779 -0.87667 2.368 -1.683 1.711 0.3090
```
Positions in Å, forces in eV/Å.

***

Formula: H2NO4S2
Source: OMol25
Level of theory: ωB97M-V/def2-TZVPD

Results
HOMO = -4.451 eV
energy relative to the best compared isomer or geometry (same formula, charge and spin) = 1.514 eV
frontier orbital gap = 7.72 eV
total charge = -1
LUMO level = 3.27 eV

The geometry in XYZ format:
```
9
Properties=species:S:1:pos:R:3:forces:R:3:nbo_charge:R:1
N -0.01350 0.81005 -2.09836 -1.562 1.237 2.089 -0.1706
O -0.27027 -2.27240 0.43692 -1.262 -2.009 -0.180 -0.9919
O -0.01100 2.46410 1.36452 0.320 -1.391 -0.997 -0.9636
O -0.88265 0.19413 1.30233 0.118 0.128 0.031 -0.9952
O -0.52102 1.30559 -0.97861 -0.361 -0.078 -1.800 -0.5175
S 1.41875 0.19651 -1.98140 1.741 -0.934 -0.533 0.0111
S 0.18820 1.08640 0.84729 -0.303 1.340 1.465 1.6580
H -0.50719 -1.55873 1.02510 0.387 1.006 -0.016 0.5052
H 0.59868 -2.22565 0.08221 0.921 0.702 -0.060 0.4645
```
Positions in Å, forces in eV/Å.

***

Formula: H2NO5PS
Source: OMol25
Level of theory: ωB97M-V/def2-TZVPD

Results
HOMO = -11.933 eV
energy relative to the best compared isomer or geometry (same formula, charge and spin) = 0.000 eV
frontier orbital gap = 12.08 eV
LUMO level = 0.15 eV

The geometry in XYZ format:
```
10
Properties=species:S:1:pos:R:3:forces:R:3:nbo_charge:R:1
N -0.39407 -0.66803 -0.12132 -0.269 1.805 -1.066 -1.2106
O -2.43928 -0.13818 -1.64204 -1.499 -0.718 -0.635 -1.0265
O -0.55545 3.13516 -2.83137 -0.611 -0.020 -0.228 -0.8662
O 0.98856 2.87281 -0.98982 0.765 -0.276 0.631 -0.8823
O 0.04861 0.82078 -2.14492 -0.389 0.468 0.521 -0.9384
O -1.27195 1.97068 -0.72951 -0.063 -1.116 0.186 -0.9125
P -1.17915 0.32732 -1.16644 1.421 0.201 0.718 2.4051
S -0.11979 2.40061 -1.71252 0.582 0.673 -0.996 2.5293
H 0.62542 -0.46393 -0.13282 -1.142 -1.301 0.656 0.4479
H -0.95280 -1.49217 0.11910 1.205 0.283 0.212 0.4541
```
Positions in Å, forces in eV/Å.

***

Formula: H2NOS
Source: OMol25
Level of theory: ωB97M-V/def2-TZVPD

Results
HOMO (spin up / spin down) = -2.183 / -2.184 eV
energy relative to the best compared isomer or geometry (same formula, charge and spin) = 1.240 eV
frontier orbital gap (spin up / spin down) = 6.39 / 6.40 eV
total charge = -1
LUMO level (spin up / spin down) = 4.21 / 4.21 eV

The geometry in XYZ format:
```
5
Properties=species:S:1:pos:R:3:forces:R:3:nbo_charge:R:1
O -0.44424 1.48230 0.53944 1.066 -1.336 -1.110 -0.7148
N 0.25858 0.66254 -0.30128 -0.868 1.644 1.544 -0.3278
S -0.17165 -1.27909 -0.10916 0.718 -0.688 1.456 -0.3275
H -0.23906 0.76191 -1.20269 0.085 -0.499 -0.080 0.2742
H 0.59637 -1.62765 1.07368 -1.001 0.879 -1.811 0.0960
```
Positions in Å, forces in eV/Å.

***

Formula: H2NaO
Source: OMol25
Level of theory: ωB97M-V/def2-TZVPD

Results
HOMO = -17.006 eV
energy relative to the best compared isomer or geometry (same formula, charge and spin) = 0.200 eV
frontier orbital gap = 11.88 eV
total charge = +1
LUMO level = -5.13 eV

The geometry in XYZ format:
```
4
Properties=species:S:1:pos:R:3:forces:R:3:nbo_charge:R:1
O 0.47879 -0.01950 0.09120 -0.343 0.431 -0.901 -1.0024
H 0.55864 -0.28656 -0.85249 0.256 0.282 0.862 0.4950
H 0.93273 0.85209 0.14159 -0.371 -0.828 0.003 0.5110
Na -1.97016 -0.54602 0.61970 0.458 0.114 0.036 0.9965
```
Positions in Å, forces in eV/Å.

***

Formula: H2O3PS
Source: OMol25
Level of theory: ωB97M-V/def2-TZVPD

Results
HOMO = -4.861 eV
energy relative to the best compared isomer or geometry (same formula, charge and spin) = 0.310 eV
frontier orbital gap = 9.11 eV
total charge = -1
LUMO level = 4.25 eV

The geometry in XYZ format:
```
7
Properties=species:S:1:pos:R:3:forces:R:3:nbo_charge:R:1
O -1.64926 0.32333 1.26903 2.778 -1.007 -3.493 -1.0178
S -0.67436 -0.35137 0.22794 -3.190 2.383 4.384 2.1548
O -0.32412 -1.63950 0.74622 0.717 -1.870 0.078 -1.0352
O -1.08186 -0.33534 -1.15875 -0.357 0.457 -0.374 -1.0025
P 1.40590 0.47131 0.28043 -0.836 -1.374 -0.371 -0.0626
H 1.16074 1.64421 -0.36114 -0.341 1.550 -0.366 -0.0544
H 1.16295 -0.11265 -1.00372 1.229 -0.139 0.142 0.0176
```
Positions in Å, forces in eV/Å.

***

Formula: H2O3SSi
Source: OMol25
Level of theory: ωB97M-V/def2-TZVPD

Results
HOMO = -10.635 eV
energy relative to the best compared isomer or geometry (same formula, charge and spin) = 0.000 eV
frontier orbital gap = 10.53 eV
LUMO level = -0.10 eV

The geometry in XYZ format:
```
7
Properties=species:S:1:pos:R:3:forces:R:3:nbo_charge:R:1
O 1.11035 0.23115 -0.02918 0.734 -0.950 0.608 -1.0461
O 0.77666 -2.27850 0.68542 0.000 0.797 -0.648 -0.8674
O -0.98890 -0.38615 0.54193 -0.276 -1.924 0.403 -1.0615
Si -0.42249 0.74828 -0.48626 2.057 -1.483 -0.813 1.6949
S 0.56156 -0.90631 1.05563 -0.585 0.571 0.469 1.7275
H -0.16224 0.73928 -1.90796 -0.948 0.038 -0.722 -0.2051
H -0.87494 1.85224 0.14041 -0.982 2.951 0.702 -0.2423
```
Positions in Å, forces in eV/Å.

***

Formula: H2O4P2
Source: OMol25
Level of theory: ωB97M-V/def2-TZVPD

Results
HOMO = 0.342 eV
energy relative to the best compared isomer or geometry (same formula, charge and spin) = 2.374 eV
frontier orbital gap = 5.55 eV
total charge = -2
LUMO level = 5.89 eV

The geometry in XYZ format:
```
8
Properties=species:S:1:pos:R:3:forces:R:3:nbo_charge:R:1
O 3.16559 0.12575 -0.96804 -0.113 0.811 -0.513 -1.1872
O -3.79286 -1.39198 -0.64562 -0.304 -0.108 -0.063 -1.3857
O 2.66669 -1.96099 0.39058 -0.416 -0.572 0.425 -1.1809
O -0.26538 0.71401 0.93875 -0.050 0.412 0.517 -1.0156
P 2.38870 -0.51635 0.13515 0.495 -0.251 0.082 1.6407
P 0.16149 -0.13630 -0.19678 0.448 -0.423 -0.522 0.9612
H 2.60538 0.22053 1.34508 -0.140 0.083 0.063 -0.2221
H -2.89448 -1.12666 -0.42772 0.080 0.048 0.011 0.3897
```
Positions in Å, forces in eV/Å.

***

Formula: H2O4PS
Source: OMol25
Level of theory: ωB97M-V/def2-TZVPD

Results
HOMO = -5.186 eV
energy relative to the best compared isomer or geometry (same formula, charge and spin) = 0.410 eV
frontier orbital gap = 9.22 eV
total charge = -1
LUMO level = 4.04 eV

The geometry in XYZ format:
```
8
Properties=species:S:1:pos:R:3:forces:R:3:nbo_charge:R:1
O -2.00892 0.03052 -0.61725 2.111 0.248 0.800 -1.0877
P -0.47944 0.08277 -0.56919 -0.366 -0.289 -1.552 1.0596
S 0.88119 1.57052 -1.69181 -5.426 0.926 -2.527 2.1965
O 0.23855 2.90499 -1.53447 1.423 -1.774 -0.065 -0.9875
O 0.85592 1.06311 -3.08802 0.364 0.656 1.846 -0.9892
O 2.00894 1.26148 -0.91544 3.095 -0.273 1.498 -0.9961
H 0.09469 -1.04956 -1.20332 -0.160 -0.010 -0.131 -0.1119
H 0.36887 -0.12368 0.59048 -1.042 0.517 0.130 -0.0838
```
Positions in Å, forces in eV/Å.

***

So what do the calculations give for E_tot? Going down the list: -1021.204499, -1078.031674, -698.198292, -698.248882, -697.766138, -1096.418587, -1153.280455, -1171.773442, -529.299299, -238.532412, -966.486281, -914.613607, -984.867985, -1041.769555 hartree.